Molecular formula: C22H42LaNP3S2
Method: DFT, the ωB97M-V functional and the def2-TZVPD basis

Calculated values
frontier orbital gap (spin up / spin down) = 5.50 / 5.50 eV
lowest unoccupied orbital energy (spin up / spin down) = -9.6933 / -9.6930 eV
largest force on an atom = 3.119 eV/A
E = -75355.31321 eV

The geometry in ORCA input format:
```
! RIJCOSX wB97M-V def2-TZVPD def2/J DEFGRID3
* xyz 3 1
La -0.021 1.698 0.728
P -0.964 0.396 -1.842
P -1.316 -1.186 1.178
P 2.931 -2.669 -2.092
H 4.217 4.046 0.857
C 3.902 3.091 0.436
C 3.230 3.089 -0.914
H 2.784 4.077 -1.077
C -2.090 1.873 -1.727
C -2.117 -0.824 -2.555
C -0.018 0.791 -3.364
C -0.927 -1.743 2.876
C -3.163 -1.085 1.324
C -1.268 -2.856 0.336
C 4.293 -3.650 -2.788
C 1.453 -2.967 -3.102
C 2.569 -3.405 -0.442
H 4.745 2.384 0.431
H 3.786 2.762 -1.778
H -1.671 2.709 -1.135
H -3.068 1.582 -1.310
H -2.232 2.221 -2.759
H -2.879 -1.130 -1.835
H -1.569 -1.713 -2.879
H -2.626 -0.405 -3.433
H 0.903 1.319 -3.097
H -0.624 1.419 -4.029
H 0.245 -0.139 -3.886
H -1.422 -2.698 3.105
H -1.254 -0.989 3.598
H 0.157 -1.871 2.978
H -3.581 -2.063 1.626
H -3.611 -0.788 0.363
H -3.434 -0.331 2.073
H -1.871 -3.593 0.909
H -0.235 -3.235 0.281
H -1.668 -2.809 -0.691
H 4.268 -4.681 -2.387
H 5.230 -3.146 -2.497
H 4.209 -3.635 -3.886
H 1.500 -3.968 -3.548
H 1.446 -2.214 -3.905
H 0.534 -2.841 -2.514
H 2.306 -4.448 -0.565
H 1.741 -2.860 0.018
H 3.450 -3.313 0.183
C 3.041 0.692 -0.221
C 2.823 -0.019 0.933
C 2.190 0.491 2.087
C 2.055 1.853 2.251
C 2.352 2.698 1.030
C 2.259 2.015 -0.400
S 4.150 0.124 -1.449
H 3.368 -0.946 -1.916
H 3.210 -1.049 1.036
H 1.948 -0.129 2.919
H 1.721 2.409 3.164
H 1.902 3.735 1.149
H 1.420 2.046 -1.091
S -1.596 3.698 1.863
C -2.971 2.790 2.289
N -3.010 2.258 3.574
C -4.084 1.563 4.056
C -5.209 1.431 3.261
C -5.211 1.975 1.971
C -4.112 2.656 1.493
H -2.188 2.402 4.132
H -4.033 1.207 5.084
H -6.107 0.953 3.689
H -6.110 1.870 1.339
H -4.077 3.071 0.494
*
```